The following is a quantum chemistry calculation of the molecule C4H6ClFO in a non-equilibrium geometry, from the Open Molecules 2025 dataset.

Geometry (Å):
O (2.3510, -0.3081, 0.0593)
C (1.1391, -0.2116, -0.7113)
C (-0.1117, -0.3211, 0.1202)
F (-0.3286, -1.5988, 0.5429)
C (-0.6600, 0.8190, 0.9075)
C (-1.4111, 0.3631, -0.2637)
Cl (-2.9223, -0.5038, -0.1460)
H (2.2319, -1.1078, 0.6195)
H (1.1959, 0.7168, -1.2780)
H (1.0296, -1.0407, -1.4147)
H (-1.1033, 0.5491, 1.8647)
H (-0.0433, 1.7158, 0.8985)
H (-1.3672, 0.9279, -1.1988)

As for the HOMO energy: -10.14 eV. The value obtained for the energy above the lowest of the compared OMol25 structures with the same formula, charge and spin is 11.0 kcal/mol.

Mulliken population analysis, charges in e, atoms 1 to 4: O -0.5052; C -0.5870; C 0.7356; F -0.3215